The following is a quantum chemistry calculation of a cluster of 11 separate species, C22H33N11 in total, from OMol25.

```
! wB97M-V def2-TZVPD RIJCOSX def2/J DEFGRID3
* xyz 0 1
C 6.858 -17.269 5.871
C 5.600 -17.550 5.191
N 4.621 -17.857 4.671
H 7.134 -16.229 5.717
H 7.624 -17.959 5.524
H 6.748 -17.455 6.942
C 2.001 -18.422 10.829
C 1.215 -19.608 11.128
N 0.565 -20.514 11.409
H 1.335 -17.617 10.504
H 2.720 -18.607 10.038
H 2.493 -18.070 11.735
C 3.959 -20.043 7.190
C 3.793 -20.797 8.403
N 3.642 -21.402 9.372
H 3.085 -19.397 7.067
H 3.982 -20.692 6.318
H 4.831 -19.396 7.193
C 5.919 -19.113 10.985
C 6.736 -19.068 9.772
N 7.397 -19.070 8.834
H 6.268 -19.874 11.676
H 4.899 -19.354 10.692
H 5.939 -18.118 11.425
C 1.380 -23.738 10.059
C 1.049 -24.114 8.694
N 0.801 -24.368 7.606
H 0.842 -22.823 10.312
H 2.452 -23.597 10.156
H 1.076 -24.500 10.778
C -0.105 -21.746 3.113
C 0.999 -21.557 4.039
N 1.870 -21.404 4.765
H -1.071 -21.544 3.567
H -0.139 -22.787 2.784
H 0.054 -21.116 2.240
C 4.755 -20.667 2.937
C 5.624 -20.911 4.077
N 6.350 -21.095 4.949
H 3.926 -19.994 3.123
H 4.368 -21.603 2.531
H 5.389 -20.240 2.154
C 6.569 -22.669 9.413
C 7.926 -22.624 9.937
N 8.972 -22.542 10.395
H 6.455 -23.272 8.514
H 6.253 -21.650 9.221
H 5.926 -23.143 10.155
C 0.181 -20.865 7.764
C -1.021 -21.555 8.230
N -1.977 -22.078 8.582
H 0.140 -19.832 8.104
H 0.206 -20.883 6.674
H 1.078 -21.369 8.114
C 3.111 -22.237 12.838
C 3.483 -20.905 13.244
N 3.776 -19.855 13.593
H 3.560 -22.531 11.891
H 2.030 -22.318 12.741
H 3.448 -22.962 13.581
C 5.445 -14.619 9.442
C 4.927 -15.901 9.002
N 4.524 -16.913 8.653
H 5.514 -13.958 8.575
H 6.448 -14.729 9.848
H 4.785 -14.177 10.182
*
```

SMILES	CC#N.CC#N.CC#N.CC#N.CC#N.CC#N.CC#N.CC#N.CC#N.CC#N.CC#N

Löwdin atomic charge list, values in e, 4 entries: C -0.069; C -0.279; N 0.150; H 0.079

***

The following is a quantum chemistry calculation of a cluster of 2 separate species, C3H10NO3 in total, from OMol25.

```
! wB97M-V def2-TZVPD RIJCOSX def2/J DEFGRID3
* xyz 1 1
O 0.239 -2.535 -0.611
C 0.575 -1.257 -0.549
C 0.007 -0.643 0.703
N 0.109 0.842 0.603
C 0.488 1.502 1.884
O 1.225 -0.637 -1.337
H 0.533 -2.931 -1.448
H 0.538 -1.004 1.591
H -1.015 -0.950 0.871
H 0.743 1.065 -0.172
H -0.833 1.186 0.335
H 0.171 2.543 1.856
H 1.563 1.525 1.974
H 0.083 0.941 2.710
H -2.425 2.840 -0.692
H -2.503 1.435 -1.380
O -2.127 1.927 -0.632
*
```

Löwdin atomic charge list, values in e, 4 entries: O 0.164; C -0.517; C -0.024; N 0.009

***

The following is a quantum chemistry calculation of a structure of composition C5H8N2, from OMol25.

```
! wB97M-V def2-TZVPD RIJCOSX def2/J DEFGRID3
* xyz 0 1
C 0.012 -1.590 -0.525
C -0.868 -1.175 0.576
C 1.168 -0.879 -0.447
C -0.314 -0.265 1.366
C 0.978 0.073 0.652
N -0.848 1.742 -0.628
N 0.433 1.624 -0.382
H -0.361 -2.257 -1.313
H -1.748 -1.810 0.485
H 2.028 -1.012 -1.098
H -0.763 0.294 2.119
H 1.871 0.507 1.057
H -1.238 2.364 0.087
H -1.359 0.905 -0.670
H 1.008 1.478 -1.277
*
```

Löwdin atomic charge list, values in e, 4 entries: C -0.107; C -0.139; C -0.105; C -0.088

***

Quick rundown of maximum force, same order as above: 1.0, 1.0, 5.1 eV/Å
Quick rundown of energy above the lowest of the compared OMol25 structures with the same formula, charge and spin, same order as above: 0.0, 12.3, 98.5 kcal per mole
Quick rundown of total energy, same order as above: -39737.7780, -10899.9295, -8290.7251 eV